Record 1
The following is a DFT calculation (ωB97M-V/def2-TZVPD) of a molecular structure, C32H44N4PbSSb.

**HOMO-LUMO gap**: 5.32 eV
**HOMO**: -15.9 eV
**E_LUMO**: -10.60 eV

Geometry as ORCA input:
```
! wB97M-V def2-TZVPD RIJCOSX def2/J DEFGRID3
* xyz 3 1
Pb 0.4692 0.8173 0.1810
C -1.7695 2.8450 -1.8153
C -2.1856 2.2355 -0.5071
C -3.2689 1.3710 -0.4364
C -3.7297 0.8741 0.7835
C -4.9506 0.0080 0.8319
C -3.0835 1.2683 1.9603
C -2.0174 2.1563 1.9418
C -1.4680 2.7330 3.2112
C -1.5287 2.5950 0.6909
H -2.4821 3.6273 -2.0858
H -1.7850 2.1158 -2.6275
H -0.7806 3.3054 -1.7618
H -3.8203 1.1350 -1.3406
H -5.8263 0.6356 1.0171
H -4.9105 -0.7213 1.6406
H -5.1199 -0.5066 -0.1128
H -3.4885 0.9466 2.9152
H -1.9418 3.7031 3.3838
H -0.3930 2.9027 3.1597
H -1.6952 2.1080 4.0736
H -0.8346 3.4330 0.6755
C -1.6305 -2.8903 5.2479
C -0.5195 -1.9769 4.9081
N 0.5002 -1.7138 5.6524
N 1.2463 -0.8298 4.9532
C 0.7296 -0.5411 3.7614
S 1.4249 0.5592 2.6582
N -0.4110 -1.2598 3.7145
N -1.2817 -1.2637 2.6321
H -1.4385 -3.3049 6.2342
H -1.7064 -3.7143 4.5358
H -2.5843 -2.3607 5.2749
H 2.0975 -0.4624 5.3527
H -1.9786 -0.5302 2.7538
H -1.7584 -2.1588 2.6185
C -3.4214 -3.1036 -0.9257
C -2.7930 -1.9589 -1.7082
Sb -0.7151 -1.6183 -1.1548
C -0.0093 -3.5935 -0.5666
C 0.5658 -4.4093 -1.7176
C 0.3376 -1.2761 -3.0361
C -0.3187 -1.9026 -4.2596
H -4.4785 -3.1743 -1.1853
H -3.3577 -2.9606 0.1550
H -2.9646 -4.0590 -1.1819
H -3.3087 -1.0155 -1.5472
H -2.7828 -2.1766 -2.7759
H -0.8658 -4.1000 -0.1219
H 0.7315 -3.4334 0.2181
H -0.2011 -4.6848 -2.4405
H 0.9843 -5.3340 -1.3171
H 1.3672 -3.8882 -2.2420
H 1.3427 -1.6725 -2.8792
H 0.4159 -0.1923 -3.1456
H -0.4033 -2.9849 -4.1705
H 0.2909 -1.6961 -5.1407
H -1.3090 -1.4890 -4.4477
C 2.0226 5.9938 -1.0675
C 1.9694 5.5952 -2.3998
C 2.1566 4.2689 -2.7326
C 2.4002 3.3166 -1.7280
C 2.4391 3.7332 -0.3794
C 2.2435 5.0580 -0.0575
C 2.7054 1.9636 -2.0881
C 2.7749 0.8737 -1.3196
C 3.6762 -0.1442 -1.0464
C 5.0193 0.0080 -1.5110
C 5.9219 -1.0164 -1.3653
C 5.5460 -2.1862 -0.7064
C 4.2476 -2.3429 -0.1996
C 3.3266 -1.3451 -0.3676
H 1.9051 7.0383 -0.8114
H 1.7899 6.3253 -3.1770
H 2.1231 3.9621 -3.7715
H 2.6622 3.0091 0.3977
H 2.2868 5.3791 0.9748
H 2.7872 1.7710 -3.1625
H 5.3027 0.9282 -2.0046
H 6.9280 -0.9141 -1.7492
H 6.2680 -2.9816 -0.5714
H 3.9850 -3.2539 0.3210
H 2.3270 -1.4567 0.0373
*
```


Record 2
The following is a DFT calculation (ωB97M-V/def2-TZVPD) of a molecular structure, C32H44N8O7Rb.

**HOMO-LUMO gap**: 6.61 eV
**HOMO**: -4.6 eV
**E_LUMO**: 2.05 eV

Geometry as ORCA input:
```
! wB97M-V def2-TZVPD RIJCOSX def2/J DEFGRID3
* xyz -1 1
Rb -0.8216 -0.5446 -0.7085
O -0.2165 -3.7612 -2.0474
C -1.1814 -2.9537 -2.0930
O -1.9348 -2.6482 -1.1545
C -1.3767 -2.2825 -3.4902
C -0.0111 -1.7468 -3.9480
C -0.0472 -1.3724 -5.4455
C -0.7872 -0.0126 -5.3969
C -1.1465 0.0578 -3.9015
O 0.0450 -0.4702 -3.3030
C -2.2390 -0.9926 -3.6047
C -3.2201 -0.5932 -2.4363
O -4.3255 -1.1507 -2.4463
O -2.8398 0.3501 -1.6866
H -1.7402 -3.0743 -4.1459
H 0.8192 -2.3777 -3.6476
H -0.5790 -2.1227 -6.0315
H 0.9602 -1.2728 -5.8527
H -1.6673 0.0307 -6.0384
H -0.1197 0.8096 -5.6630
H -1.3596 1.0518 -3.5180
H -2.9093 -1.0845 -4.4606
C -1.9142 3.4440 -1.8188
N -0.5788 3.9506 -2.0589
C -0.4516 5.3716 -2.2918
C 1.0543 5.5808 -2.2155
N 1.4909 4.4971 -1.3526
C 2.9034 4.1693 -1.3850
C 0.4950 3.5083 -1.2950
N 0.4763 2.4135 -0.6605
C 1.5323 1.9823 0.2250
C 2.5237 0.9758 -0.4004
N 2.2074 -0.3647 0.0231
C 2.7177 -1.4112 -0.5007
N 2.3752 -2.6707 -0.0769
C 1.1443 -2.9291 0.6518
C 2.8031 -3.6658 -1.0477
C 3.9599 -2.9522 -1.7328
N 3.6623 -1.5355 -1.5328
C 4.8258 -0.6816 -1.6006
H -2.5277 3.6336 -2.7003
H -2.3781 3.9391 -0.9542
H -1.8927 2.3739 -1.6386
H -0.9776 5.9503 -1.5172
H -0.8658 5.6490 -3.2626
H 1.3248 6.5531 -1.7973
H 1.5096 5.4977 -3.2123
H 3.3675 4.6306 -2.2612
H 3.0507 3.0936 -1.4556
H 3.4221 4.5396 -0.4968
H 1.0458 1.4633 1.0529
H 2.0908 2.8367 0.6332
H 3.5343 1.2571 -0.0681
H 2.4794 1.0665 -1.4953
H 0.7126 -1.9871 0.9798
H 1.3627 -3.5446 1.5292
H 0.4308 -3.4448 0.0038
H 1.9834 -3.9028 -1.7330
H 3.1190 -4.5818 -0.5437
H 4.0318 -3.1796 -2.7979
H 4.9186 -3.2099 -1.2589
H 5.3872 -0.9432 -2.4984
H 5.4896 -0.8140 -0.7331
H 4.5520 0.3665 -1.6747
O -5.3886 -1.7176 5.7730
C -5.4970 -2.0883 4.4031
C -4.3930 -1.4512 3.6085
C -4.5973 -1.0837 2.2899
C -3.5332 -0.5627 1.5632
N -2.3286 -0.3848 2.0879
C -2.1274 -0.7209 3.3633
C -3.1326 -1.2603 4.1586
C -0.7633 -0.4785 3.9084
C -0.5484 -0.2083 5.2579
C 0.7447 0.0071 5.7096
C 1.0058 0.3299 7.1540
O 0.4485 -0.6989 7.9659
C 1.7834 -0.0690 4.7947
C 1.4794 -0.3397 3.4666
N 0.2431 -0.5319 3.0334
H -6.0287 -2.2271 6.2749
H -6.4629 -1.7795 3.9911
H -5.4191 -3.1775 4.2986
H -5.5644 -1.2116 1.8196
H -3.6505 -0.2817 0.5215
H -2.9421 -1.5408 5.1857
H -1.3783 -0.1566 5.9511
H 0.5469 1.2957 7.3994
H 2.0846 0.4166 7.3181
H 0.6589 -0.5182 8.8857
H 2.8108 0.0814 5.1035
H 2.2504 -0.4063 2.7035
*
```


Record 3
The following is a DFT calculation (ωB97M-V/def2-TZVPD) of a molecular structure, C32H45AlO12P.

**HOMO-LUMO gap**: 5.02 eV
**HOMO**: -3.6 eV
**E_LUMO**: 1.46 eV

Geometry as ORCA input:
```
! wB97M-V def2-TZVPD RIJCOSX def2/J DEFGRID3
* xyz -1 1
C -7.5685 3.5682 1.9551
C -7.9332 3.6866 0.7997
C -8.2612 3.7551 -0.6337
Al -6.8548 2.6289 -1.6479
C -5.0092 3.2333 -0.9263
C -4.0382 2.1221 -1.2201
O -4.0863 1.5654 -2.3067
C -2.9856 1.6201 -0.2312
C -3.1817 0.4130 0.4344
C -2.2298 -0.1060 1.3153
C -1.0451 0.5878 1.5416
C -0.8307 1.8162 0.9134
C -1.7991 2.3072 0.0416
P -7.3442 0.3815 -1.1733
C -6.4025 -0.7898 -2.2879
O -6.7216 0.1035 0.4127
H -7.3893 3.7265 3.0007
H -9.2406 3.3033 -0.8602
H -8.1632 4.7731 -1.0451
H -6.8741 3.0051 -3.2008
H -5.0542 3.5298 0.1353
H -4.7175 4.1270 -1.5144
H -4.0894 -0.1813 0.2917
H -2.3967 -1.0676 1.8113
H -0.2605 0.2020 2.2043
H 0.0824 2.3994 1.0508
H -1.6446 3.2642 -0.4686
H -5.5423 -1.1787 -1.6998
H -5.9576 -0.3093 -3.1763
H -6.9869 -1.6635 -2.6177
H -6.5972 -0.8524 0.4613
O 1.7327 0.3755 2.6617
C 2.2762 1.4326 2.8209
O 1.6948 2.4795 3.4488
C 2.5592 3.6304 3.3777
C 3.9477 3.0698 3.1423
C 3.6541 1.8173 2.3293
H 2.2232 4.2664 2.5559
H 2.4926 4.1926 4.3071
H 4.6151 3.7718 2.6447
H 4.4014 2.7888 4.0968
H 3.6014 2.0289 1.2591
H 4.3727 1.0253 2.5264
O 0.8018 -5.1464 -2.6214
C 0.3332 -4.2632 -1.9557
O 0.9986 -3.6675 -0.9419
C 0.1302 -2.7280 -0.2725
C -0.9414 -2.3899 -1.2897
C -1.0617 -3.6869 -2.0775
H -0.2785 -3.2072 0.6203
H 0.7027 -1.8537 0.0303
H -1.8740 -2.0601 -0.8373
H -0.5891 -1.5936 -1.9483
H -1.7717 -4.3786 -1.6205
H -1.3202 -3.5086 -3.1182
O 5.9600 -6.2130 -6.6382
C 4.8529 -6.3852 -6.2164
O 3.9982 -7.3107 -6.7204
C 2.7176 -7.1926 -6.0722
C 2.9998 -6.5005 -4.7524
C 4.1803 -5.6063 -5.1049
H 2.0560 -6.6074 -6.7155
H 2.2877 -8.1831 -5.9349
H 2.1414 -5.9619 -4.3554
H 3.3078 -7.2364 -4.0068
H 3.8577 -4.6396 -5.4954
H 4.8535 -5.4712 -4.2626
O -2.1730 -3.1390 4.6320
C -1.2249 -2.5142 5.0053
O 0.0588 -2.9037 4.7889
C 0.9592 -2.0016 5.4516
C 0.1734 -0.7171 5.6347
C -1.2503 -1.2293 5.8076
H 1.2579 -2.4467 6.4051
H 1.8463 -1.8573 4.8372
H 0.5282 -0.1105 6.4676
H 0.2369 -0.1132 4.7276
H -1.4767 -1.4663 6.8489
H -1.9845 -0.5347 5.4070
O 5.1467 5.2010 1.2609
C 5.7000 4.7975 0.2782
O 5.1512 3.8877 -0.5606
C 6.1008 3.5269 -1.5788
C 7.0815 4.6849 -1.6350
C 7.0909 5.1673 -0.1899
H 6.5802 2.5888 -1.2897
H 5.5815 3.3791 -2.5233
H 8.0623 4.4000 -2.0125
H 6.6888 5.4721 -2.2814
H 7.8224 4.6299 0.4162
H 7.2528 6.2397 -0.1197
*
```